(1)
{"formula": "C4H6Cl2N", "method": "ωB97M-V/def2-TZVPD", "orbital_gap_ev": 9.87, "max_force_ev_per_a": 6.12, "de_lowest_kj_mol": 30.0, "smiles": "C=[N+]1CCC1(Cl)Cl", "total_charge": 1, "homo_energy_ev": -15.37, "lumo_energy_ev": -5.50, "energy_ev": -30770.9247, "species": ["C", "N", "C", "C", "C", "Cl", "Cl", "H", "H", "H", "H", "H", "H"], "xyz": [[-1.3543, 1.0031, -0.9105], [-0.7061, 0.1880, -0.2529], [0.6340, -0.1956, -0.1755], [0.4059, -0.9260, 1.1229], [-1.1314, -0.7810, 0.8215], [-2.1919, -0.1264, 2.0513], [-1.9636, -2.1334, 0.1449], [-2.2918, 1.1898, -0.5344], [-0.7941, 1.7745, -1.6254], [1.4537, 0.5596, -0.1396], [1.0650, -0.8624, -1.0270], [0.6711, -2.0440, 1.4216], [0.7207, -0.3176, 1.9596]], "forces_ev_per_angstrom": [[2.3087, 3.9427, -2.2593], [-0.4550, -1.2545, 0.2865], [5.4719, -1.9691, -1.9062], [-0.8958, -2.8958, 1.7558], [0.1635, 0.3223, 1.2408], [0.3520, 0.5652, 0.0067], [0.2903, -0.5926, -0.6365], [-2.6621, 0.3097, 0.0347], [-1.4247, -2.0551, 1.3442], [-1.2143, 0.1772, 0.1157], [-1.5152, 0.8753, 1.0941], [-0.1549, 2.4062, -1.3606], [-0.2643, 0.1685, 0.2842]], "mulliken_charge": [-0.067, 0.154, -0.610, -0.451, 0.308, -0.092, -0.070, 0.306, 0.284, 0.356, 0.268, 0.328, 0.288]}

(2)
{"formula": "C3H7NO2", "method": "ωB97M-V/def2-TZVPD", "orbital_gap_ev": 10.35, "max_force_ev_per_a": 0.34, "de_lowest_kj_mol": 76.6, "smiles": "CNC(=O)CO", "total_charge": 0, "homo_energy_ev": -9.64, "lumo_energy_ev": 0.71, "energy_ev": -8809.7345, "species": ["C", "N", "C", "O", "C", "O", "H", "H", "H", "H", "H", "H", "H"], "xyz": [[-1.1611, -0.5694, 1.5761], [-0.5545, -0.2780, 0.2975], [0.6489, 0.3406, 0.1906], [1.3842, 0.6061, 1.1270], [1.0041, 0.7207, -1.2466], [0.2951, -0.0237, -2.2200], [-1.6038, -1.5703, 1.5732], [-0.3746, -0.5202, 2.3314], [-1.9373, 0.1633, 1.8293], [-1.0943, -0.3503, -0.5527], [2.0924, 0.6569, -1.3670], [0.7138, 1.7665, -1.3893], [0.5871, -0.9422, -2.1495]], "forces_ev_per_angstrom": [[-0.0384, -0.0437, 0.1807], [0.1065, 0.1026, -0.0746], [-0.0433, 0.0621, 0.0523], [-0.2116, -0.0533, -0.2548], [0.1596, 0.1948, 0.1331], [0.0732, -0.2468, -0.0291], [0.0798, 0.1569, 0.0152], [-0.1498, -0.0335, -0.0686], [0.1234, -0.1211, -0.0235], [0.0562, -0.0052, 0.1284], [-0.1828, -0.0511, 0.0477], [0.0798, -0.1098, 0.0364], [-0.0527, 0.1483, -0.1430]], "mulliken_charge": [-0.831, -0.174, 0.588, -0.639, -0.365, -0.577, 0.287, 0.320, 0.272, 0.258, 0.299, 0.238, 0.324]}

(3)
{"formula": "C3H9NO2S", "method": "ωB97M-V/def2-TZVPD", "orbital_gap_ev": 9.78, "max_force_ev_per_a": 5.03, "de_lowest_kj_mol": 150.6, "smiles": "NC(=O)CCS.O", "total_charge": 0, "homo_energy_ev": -9.30, "lumo_energy_ev": 0.48, "energy_ev": -19676.8527, "species": ["N", "C", "O", "C", "C", "S", "H", "H", "H", "H", "H", "H", "H", "O", "H", "H"], "xyz": [[1.6218, -0.7350, -0.4558], [0.7827, 0.0732, 0.3564], [1.1827, 1.1499, 0.6266], [-0.5440, -0.4956, 0.7371], [-1.1489, 0.6400, 1.5716], [-2.8861, 0.1967, 2.1161], [1.2516, -1.5605, -0.8140], [2.5516, -0.3575, -0.6652], [-0.5314, -1.4519, 1.2508], [-1.1292, -0.8506, -0.0674], [-0.3502, 0.6881, 2.3538], [-1.2293, 1.6353, 0.9763], [-3.1435, -0.8316, 1.2834], [1.2973, 0.5499, -3.4880], [1.8844, 0.7343, -2.7267], [0.3905, 0.6153, -3.0551]], "forces_ev_per_angstrom": [[-0.4815, 2.1455, 1.6856], [2.0536, -3.4770, -2.9967], [0.4190, 2.6041, 1.2218], [-0.3437, 0.7948, 0.8226], [-0.7096, 0.1181, -0.7436], [0.7718, 0.2603, 0.2862], [-0.0380, -1.4803, -0.8146], [-0.8398, -0.6019, 0.0368], [0.7370, 0.1155, 0.9336], [-0.6790, 0.4933, -1.6787], [-1.5658, 0.6841, 0.0919], [0.3921, -1.9023, 1.1809], [0.3265, 0.2131, 0.0257], [-1.3514, 0.2886, 1.5436], [-0.3910, -0.1246, -0.6454], [1.6997, -0.1313, -0.9498]], "mulliken_charge": [-0.411, 0.483, -0.581, -1.020, -0.330, -0.264, 0.167, 0.267, 0.454, 0.511, 0.317, 0.313, 0.102, -0.650, 0.322, 0.319]}

(4)
{"formula": "C20H21N2", "method": "ωB97M-V/def2-TZVPD", "orbital_gap_ev": 8.90, "max_force_ev_per_a": 4.22, "de_lowest_kj_mol": 214.3, "smiles": "C1=C[C@](c2ccccc2)(N2CC[NH+]=C2c2ccccc2)CC1", "total_charge": 1, "homo_energy_ev": -11.92, "lumo_energy_ev": -3.03, "energy_ev": -24053.3133, "species": ["C", "C", "C", "C", "C", "C", "C", "C", "C", "N", "C", "C", "N", "C", "C", "C", "C", "C", "C", "C", "C", "C", "H", "H", "H", "H", "H", "H", "H", "H", "H", "H", "H", "H", "H", "H", "H", "H", "H", "H", "H", "H", "H"], "xyz": [[0.4409, -0.9174, 3.1201], [-0.2180, -0.5812, 1.9452], [0.5609, 0.4225, 1.2701], [-0.0447, 1.6220, 0.6257], [-1.4537, 1.8867, 0.7426], [-2.0448, 2.8756, -0.0293], [-1.2697, 3.6582, -0.9000], [0.1259, 3.4271, -0.9866], [0.7289, 2.4616, -0.1870], [1.2429, -0.3213, -0.2092], [2.6576, -0.4334, -0.5501], [2.7741, -1.7426, -1.3255], [1.3976, -2.1127, -1.4442], [0.5441, -1.2392, -0.8497], [-0.8927, -1.3731, -1.1121], [-1.4864, -2.6332, -1.0152], [-2.8386, -2.7739, -1.3013], [-3.6079, -1.6141, -1.6068], [-3.0096, -0.3535, -1.6857], [-1.6218, -0.2624, -1.5308], [1.8845, 0.7311, 2.0816], [1.8129, -0.1660, 3.3018], [0.0826, -1.5373, 3.9594], [-1.1680, -0.9643, 1.5185], [-2.0676, 1.2743, 1.4194], [-3.1337, 3.0902, 0.0913], [-1.7380, 4.4220, -1.5386], [0.7734, 4.0528, -1.6203], [1.8031, 2.2924, -0.2477], [3.0030, 0.3683, -1.2114], [3.2692, -0.4543, 0.3706], [3.2104, -1.6143, -2.3252], [3.4028, -2.4133, -0.7131], [1.0903, -2.9779, -1.8209], [-0.8936, -3.5013, -0.7227], [-3.3234, -3.7611, -1.3131], [-4.6805, -1.7030, -1.8948], [-3.5989, 0.5588, -1.9055], [-1.0949, 0.7076, -1.7237], [2.0431, 1.8087, 2.3204], [2.7515, 0.3329, 1.4982], [2.6243, -0.9279, 3.2188], [1.9625, 0.3860, 4.2867]], "forces_ev_per_angstrom": [[-0.2652, 1.2506, -0.5929], [0.6988, -1.3173, 2.7118], [3.1024, 1.5092, -2.4319], [-2.3250, 0.9316, 0.0317], [1.4795, -0.6873, 0.0795], [-0.4880, 0.8864, 0.0019], [0.4809, -0.4169, -0.2001], [-0.3825, 0.5633, 0.3226], [-0.4473, -0.3662, -0.0296], [-1.7488, 0.3470, 0.8894], [0.6560, 0.1257, 0.1478], [0.9558, -0.2028, 0.4727], [-1.1627, 0.0484, 0.2557], [2.1267, -0.6921, -0.8168], [-0.0818, 0.1404, 0.3439], [-0.4242, -0.2494, -0.0059], [-0.6846, 0.6876, -0.2939], [-0.1781, -0.4589, -0.3403], [0.1725, -0.1317, -0.2756], [0.1487, 1.1520, 0.2295], [-0.0002, -0.3310, -0.5653], [-0.7527, -0.9148, 0.7140], [0.0183, 0.0686, -0.8722], [0.7692, 0.2528, 0.7360], [0.3360, 0.3091, -0.3773], [1.0434, -0.2628, -0.2133], [0.2621, -0.4019, 0.4466], [-0.5457, -0.3300, 0.2438], [-0.1905, 0.1101, -0.0655], [-0.2838, 0.3353, 0.4914], [-0.0807, -0.1264, -1.0266], [0.0324, -0.0097, 0.4152], [-0.4763, -0.3231, -0.6162], [-0.2868, -0.3926, -0.5718], [-0.1829, 0.2053, -0.0184], [0.3298, 0.5740, 0.1253], [0.9376, -0.0590, 0.5518], [0.4480, -0.8089, 0.0106], [-0.5893, -1.0064, 0.3721], [-0.3658, -0.8566, -0.3809], [-0.9575, 1.3337, 0.8224], [-0.5665, 0.3858, 0.4721], [-0.5310, -0.8708, -1.1934]], "mulliken_charge": [-0.841, -0.691, 1.833, -0.226, -0.269, -0.602, -0.534, -0.885, -0.305, 0.018, -0.504, -0.637, -0.136, 0.360, 0.226, -0.577, -0.742, -0.445, -0.713, 0.055, -0.200, -0.788, 0.463, 0.499, 0.438, 0.410, 0.392, 0.393, 0.415, 0.264, 0.332, 0.338, 0.333, 0.212, 0.451, 0.412, 0.352, 0.420, 0.524, 0.436, -0.142, 0.313, 0.347]}